Entry 1:
One molecule with the formula C4H7NO4 in a non-equilibrium geometry, computed with ωB97M-V/def2-TZVPD.

XYZ file:
```
16
Properties=species:S:1:pos:R:3:forces:R:3:lowdin_charge:R:1
C 1.68720 0.72954 0.96964 0.012 -0.238 -0.077 -0.075
N 1.14351 1.05875 -0.33392 0.262 0.399 -0.008 0.022
C 0.28562 0.32998 -1.06899 -0.221 -1.361 0.122 -0.404
O -0.12888 0.65267 -2.15568 0.090 -0.140 0.286 0.090
C -0.27945 -1.15920 -0.40831 0.639 2.719 -0.272 -0.265
O -0.68268 -1.93615 -1.42732 -2.842 1.235 -1.132 -0.063
C -1.50461 -0.55144 0.20087 -1.640 -0.230 -1.323 -0.444
O -2.50306 -0.59574 -0.53942 0.782 0.558 1.839 0.089
O -1.43092 0.09286 1.36290 -0.215 -0.415 -0.120 0.144
H 2.39738 -0.10034 0.90964 -0.015 0.048 0.077 0.088
H 2.21370 1.60160 1.35154 -0.042 -0.036 0.011 0.088
H 0.88676 0.47498 1.66214 0.126 0.033 0.062 0.069
H 1.48776 1.89134 -0.79576 -0.126 -0.138 0.057 0.146
H 0.45859 -1.53827 0.29802 -0.131 -0.296 -0.168 0.145
H -1.71594 -1.35164 -1.64339 3.295 -2.224 0.847 0.223
H -2.31498 0.40106 1.61803 0.028 0.086 -0.199 0.147
```
Forces are in eV/Å.

Calculated values
**Energy relative to the best compared isomer or geometry (same formula, charge and spin)**: 184.31 kJ/mol
**LUMO**: 0.3737 eV
**E_HOMO**: -9.28 eV
**Frontier orbital gap**: 0.35475 hartree
**SMILES string**: CNC(=O)[C@H](O)C(=O)O

Entry 2:
A 2-piece molecular cluster, C4H7NO4 overall in a non-equilibrium geometry, computed with ωB97M-V/def2-TZVPD.

XYZ file:
```
16
Properties=species:S:1:pos:R:3:forces:R:3:lowdin_charge:R:1
C 0.47045 1.53325 -0.02535 1.799 -0.241 -0.854 -0.204
C -0.60065 1.44643 1.07381 0.998 3.850 -1.251 -0.009
C -0.00475 -1.23222 -0.81508 -1.116 -0.576 0.078 -0.006
C 1.16179 -0.33200 -0.54758 -1.287 3.508 -0.346 -0.394
N 1.87910 -0.48315 0.68232 0.148 -0.734 1.357 -0.347
O 0.92420 2.51132 -0.57746 -1.293 -3.004 1.400 0.109
O 3.06043 -0.10905 0.71781 -1.118 -0.439 0.044 0.070
O 1.22250 -0.91994 1.63720 1.073 0.579 -0.496 0.050
O 1.98788 -0.19888 -1.61710 -0.825 -0.340 -0.160 0.065
H -1.48256 1.46896 0.43153 -0.461 -0.051 0.456 0.088
H -0.47723 2.50268 1.57669 -0.623 -2.154 -0.615 0.134
H -0.58742 0.63565 1.75207 0.281 -0.790 0.386 0.049
H -0.57817 -1.61376 0.05785 1.431 -0.207 -0.123 0.097
H 0.45690 -1.99133 -1.46747 -0.810 -0.241 0.358 0.101
H -0.90506 -0.80593 -1.30335 1.153 0.491 -0.547 0.096
H 2.86002 0.02224 -1.29276 0.649 0.348 0.313 0.100
```
Forces are in eV/Å.

Calculated values
**Energy relative to the best compared isomer or geometry (same formula, charge and spin)**: 551.89 kJ/mol
**LUMO**: -0.4998 eV
**E_HOMO**: -9.05 eV
**Frontier orbital gap**: 0.31429 hartree

Which of these has the lowest frontier orbital gap? number 2